89
Properties=species:S:1:pos:R:3:forces:R:3:lowdin_spin:R:1 method="wB97M-V/def2-TZVPD" homo_ev="-12.7 / -13.7" total_energy_ha=-2469.957217 gap_ev="7.83 / 5.29" de_lowest_kj_mol=102.41 charge=+2 spin_multiplicity=5
Pt -0.364306 0.132763 -1.077276 -0.2 0.6 -0.1 1.5154
C 0.957705 2.813537 0.897309 0.0 0.0 0.0 0.0164
C -0.500762 2.514507 1.004550 0.0 0.0 0.0 0.0224
C -1.469814 3.181317 1.752343 0.1 0.1 0.1 0.0055
C -2.675985 2.577182 1.440080 -0.1 0.0 0.0 0.0027
C -4.051490 2.910222 1.916697 0.1 0.0 0.0 0.0007
N -2.430051 1.585247 0.566675 0.0 -0.1 -0.1 0.0031
N -1.095757 1.534200 0.317690 0.2 0.0 0.1 0.1396
B -3.423074 0.779144 -0.316616 -0.1 0.1 -0.1 0.0008
N -3.147019 1.172806 -1.797863 0.1 0.0 0.1 0.0073
N -1.866292 1.351980 -2.218370 -0.1 0.0 -0.1 0.2103
C -1.894445 1.963276 -3.403008 0.0 -0.1 0.0 0.0205
C -0.651553 2.436014 -4.086198 -0.1 -0.1 0.0 0.0023
C -3.230157 2.152838 -3.772843 0.1 0.2 -0.1 0.0076
C -3.991013 1.658768 -2.729254 -0.1 0.0 0.1 0.0074
C -5.475577 1.655603 -2.558830 0.1 0.0 0.0 0.0018
N -3.152952 -0.715221 -0.095263 0.0 0.0 0.1 0.0082
N -1.899397 -1.199105 -0.242225 -0.1 -0.2 0.0 0.1699
C -1.933382 -2.504667 0.021157 0.0 -0.1 0.0 0.0156
C -0.718411 -3.367854 -0.066331 -0.1 0.0 0.0 0.0030
C -3.237563 -2.866342 0.365148 0.1 -0.1 0.0 0.0045
C -3.984017 -1.704353 0.280803 -0.1 0.1 0.0 0.0017
C -5.439959 -1.496021 0.543656 0.1 0.0 0.0 0.0008
H 1.106310 3.876974 0.710586 0.0 0.0 0.0 0.0006
H 1.484344 2.566571 1.822158 0.0 0.0 0.0 0.0011
H 1.410525 2.272511 0.063564 0.0 0.0 0.0 0.0093
H -1.316104 4.011267 2.424540 0.0 -0.1 -0.1 0.0013
H -3.990981 3.658762 2.703513 0.0 0.0 0.0 0.0002
H -4.662074 3.314753 1.107913 0.0 0.0 0.0 0.0000
H -4.561305 2.031400 2.311992 0.0 0.0 0.0 0.0001
H -4.551981 1.040105 -0.023951 0.1 0.0 0.0 -0.0003
H 0.238434 2.035018 -3.604137 0.0 0.0 0.0 0.0023
H -0.649107 2.166722 -5.143133 0.0 0.0 0.0 0.0000
H -0.589026 3.523131 -4.034703 0.0 0.0 0.0 0.0000
H -3.595291 2.639819 -4.663321 0.0 0.0 0.0 0.0014
H -5.950066 1.953126 -3.491013 0.0 0.0 0.0 0.0005
H -5.845585 0.667845 -2.283483 0.0 0.0 0.0 0.0000
H -5.785719 2.356580 -1.782084 0.0 0.0 0.0 0.0002
H 0.168042 -2.769718 -0.282012 0.0 0.0 0.0 0.0028
H -0.556132 -3.907121 0.868296 0.0 0.0 0.0 -0.0001
H -0.821081 -4.113708 -0.856038 0.0 0.0 0.0 0.0001
H -3.595208 -3.846021 0.640111 0.0 0.1 0.0 0.0012
H -5.896753 -2.445258 0.812862 0.0 0.0 0.0 0.0003
H -5.601249 -0.793273 1.361511 0.0 0.0 0.0 -0.0001
H -5.955505 -1.106191 -0.335027 0.0 0.0 0.0 -0.0001
N 2.531363 -0.361171 -4.562488 0.0 0.0 -0.1 0.0042
C 1.561968 -0.399421 -3.654126 0.0 0.0 0.3 0.0165
O 1.757183 -0.025722 -2.481604 -0.1 0.0 0.0 0.1047
C 0.207312 -0.903385 -4.087778 0.0 0.1 0.1 0.0759
C -0.717839 -1.179083 -2.937959 -0.1 -0.5 -0.7 0.4928
H 3.437217 0.007236 -4.319901 0.0 0.0 0.0 0.0001
H 2.372571 -0.651544 -5.512867 0.0 0.0 0.0 0.0008
H 0.333963 -1.821541 -4.674251 0.0 0.0 0.0 0.0225
H -0.214833 -0.163924 -4.768139 0.0 0.0 0.0 0.0010
H -0.499137 -2.085593 -2.371423 0.1 0.1 0.1 0.0413
H -1.769438 -1.104787 -3.187431 0.0 0.0 0.1 0.0151
C -0.681003 -1.021303 2.996753 -0.2 0.0 -0.1 0.0065
Si 0.974931 -1.635154 3.564731 0.1 -0.1 -0.1 0.0311
C 0.877135 -3.222007 4.504527 0.0 -0.1 0.2 0.0089
C 1.866393 -0.319098 4.514322 0.1 0.2 0.1 0.0017
C 2.052488 -2.120625 2.024302 0.1 -0.1 -0.1 0.0958
Te 2.209059 -0.642544 0.558657 0.0 -0.1 0.5 0.6906
C 3.825328 0.377098 1.411825 0.1 0.0 -0.1 0.1074
Si 5.495112 0.020417 0.503946 -0.2 0.0 0.1 0.0266
C 5.692585 -1.822483 0.445790 0.0 -0.2 0.0 0.0097
C 5.286791 0.738417 -1.192433 0.0 0.1 -0.2 0.0040
C 6.776578 0.850457 1.532878 0.2 0.1 0.1 0.0057
H -1.112062 -0.380348 3.772087 0.0 -0.1 0.0 -0.0001
H -1.379307 -1.845290 2.820546 0.0 0.1 0.0 0.0003
H -0.633273 -0.427999 2.077398 0.0 0.0 0.1 0.0076
H 0.212510 -3.103907 5.367299 0.1 0.0 -0.1 0.0019
H 1.858951 -3.520404 4.882111 -0.1 0.0 0.0 0.0001
H 0.483370 -4.035486 3.889938 0.0 0.0 0.0 0.0001
H 1.347802 -0.171725 5.467182 0.0 0.0 -0.1 0.0003
H 1.870646 0.646410 3.999597 0.0 0.0 0.0 0.0003
H 2.897651 -0.598526 4.750370 -0.1 0.0 0.0 0.0004
H 1.619424 -3.006045 1.555434 0.0 0.0 0.0 0.0038
H 3.069806 -2.353650 2.355952 -0.1 0.0 0.0 0.0056
H 3.855963 0.055106 2.454486 0.0 0.1 0.0 0.0052
H 3.605587 1.445596 1.348165 0.0 -0.1 0.0 0.0083
H 4.863129 -2.310292 -0.079045 0.1 0.0 0.0 0.0087
H 5.759846 -2.247247 1.451908 0.0 0.0 -0.1 0.0006
H 6.609270 -2.096338 -0.083488 0.0 0.0 0.0 -0.0001
H 4.352201 0.393925 -1.649882 0.0 0.0 0.0 0.0038
H 6.109118 0.446487 -1.851121 0.0 0.0 0.0 0.0001
H 5.264697 1.830935 -1.156947 0.0 0.0 0.0 0.0003
H 6.799622 0.422234 2.538076 0.0 0.0 0.0 0.0002
H 6.589489 1.923436 1.618002 0.0 0.0 0.0 0.0001
H 7.770574 0.719759 1.094393 -0.1 0.0 0.0 0.0014